(1)
Density functional theory data (ωB97M-V/def2-TZVPD) for an isolated ion of composition C3H9N4 and charge +1.

```
16
Properties=species:S:1:pos:R:3:forces:R:3:mulliken_charge:R:1
H 0.1642 -1.2367 1.0806 0.16 -0.08 0.90 0.2947
H -0.8944 -2.9006 -0.4346 -1.08 -1.15 0.53 0.2101
C -0.4062 -0.9729 0.2079 0.56 -1.02 -1.76 -0.0054
H -0.5133 2.0754 -0.3047 0.73 2.40 -0.35 0.3936
H -0.2227 -1.9829 -1.6199 -0.08 0.42 -1.15 0.2194
N 1.2645 0.5671 0.4911 -1.93 0.90 0.82 -0.2086
H 1.7640 1.2959 -0.0016 0.92 0.59 0.95 0.3432
C -0.7279 1.1535 -0.7298 -1.25 -1.41 -0.92 -0.5110
C -1.9092 0.6557 0.1037 0.71 -1.93 0.16 -0.1359
H 1.7812 -0.2816 0.6675 0.95 -0.03 0.12 0.3265
H -2.8506 1.1197 0.3210 -0.24 0.60 -0.25 0.4454
H 0.6727 0.7855 1.3424 1.73 0.64 -0.23 0.4127
H -0.8577 0.9950 -1.8297 -0.47 1.37 0.85 0.3188
N 0.3094 0.2034 -0.4662 -0.64 -3.47 -0.61 -0.2979
N -1.6792 -0.4937 0.6064 -0.99 0.53 -0.08 -0.3826
N -0.3356 -2.1334 -0.6559 0.91 1.64 1.02 -0.4229
```
Positions in Å, forces in eV/Å.

HOMO level   -13.66 eV
Spin multiplicity   1
Charge   +1
Structure (SMILES)   N[C@@H]1N=CCN1[NH3+]
Relative energy (zero: lowest compared OMol25 entry of this formula, charge and spin)   359.0 kJ/mol
Lowest unoccupied orbital energy   -3.76 eV
F_max   3.58 eV/Å
Kohn-Sham gap   9.9 eV

=====

(2)
Density functional theory data (ωB97M-V/def2-TZVPD) for an isolated ion of composition C3H9N4O and charge +1.

```
17
Properties=species:S:1:pos:R:3:forces:R:3:mulliken_charge:R:1
C -1.6667 0.1827 0.0362 2.17 -0.96 1.23 0.6266
H -1.8171 2.0779 0.1680 0.36 0.16 0.10 0.3565
N 0.8992 1.6509 -0.0671 0.19 -0.02 -0.43 -0.3713
N -2.4019 -0.9368 0.0134 -5.16 2.28 -1.02 -0.4118
H 2.7065 -1.0878 0.0051 0.20 1.55 0.41 0.3834
N -0.3494 0.1745 0.2253 -1.60 1.23 -0.57 -0.2049
C 0.5404 -0.9008 0.1925 0.43 0.27 -1.64 -0.4460
H 0.7259 -1.3479 1.0991 -0.04 -0.82 2.61 0.3211
O -2.3663 1.2925 0.0902 -0.33 -0.19 -0.49 -0.4587
H -3.4993 -0.7830 -0.2498 3.71 -0.36 1.06 0.3163
C 1.9878 -0.2558 -0.1776 -1.14 -3.19 -3.17 -0.8145
H 1.9289 -0.0828 -1.2942 0.41 -0.61 0.92 0.3139
H -2.1186 -1.8423 -0.2120 1.15 -1.24 -0.25 0.2279
H 0.8950 1.3733 -1.0769 -0.71 0.64 0.77 0.3476
N 1.9466 1.0220 0.3536 1.42 0.93 3.12 0.0878
H 2.3595 1.2012 1.3430 -1.52 -0.13 -2.13 0.3461
H 0.2294 -1.7377 -0.4487 0.45 0.45 -0.51 0.3799
```
Positions in Å, forces in eV/Å.

HOMO level   -14.06 eV
Spin multiplicity   1
Charge   +1
Structure (SMILES)   [H]/N=[NH+]\CC/N=C(\N)O
Relative energy (zero: lowest compared OMol25 entry of this formula, charge and spin)   304.5 kJ/mol
Lowest unoccupied orbital energy   -4.10 eV
F_max   5.74 eV/Å
Kohn-Sham gap   10.0 eV

=====

(3)
Density functional theory data (ωB97M-V/def2-TZVPD) for an isolated ion of composition C3H9N4S and charge +1.

```
17
Properties=species:S:1:pos:R:3:forces:R:3:mulliken_charge:R:1
H 0.6531 -2.5197 -0.3187 -0.14 -1.19 0.04 0.3375
N 0.2701 -0.7804 0.0787 0.68 -1.78 1.91 -0.5735
H 1.3223 1.4496 1.4184 1.23 0.47 0.83 0.3454
N -1.7655 0.4792 -1.0548 0.93 0.61 0.62 0.2368
H 1.0278 -1.6285 -1.5537 1.16 -0.12 -0.37 0.3433
C 0.4934 0.4930 -0.1810 -1.56 1.88 0.53 -0.0881
H 2.1113 -1.9379 -0.2237 0.76 0.94 0.07 0.3186
H -3.3577 -0.0979 -1.9791 -0.85 -0.54 -0.85 0.3550
N -0.7649 1.0882 -0.8724 -1.51 1.22 -1.32 -0.3179
H -0.2651 1.0167 1.8551 -0.50 -1.09 0.38 0.3480
C 0.3265 1.4370 1.0777 -0.59 1.49 -0.43 -1.0893
S -3.7901 -0.3000 0.4508 2.06 0.35 1.42 -0.1123
H -2.5509 -0.1533 1.2368 -2.21 -0.31 -1.14 0.1832
H 1.2994 0.8323 -0.7970 0.74 0.16 -0.37 0.5719
H -0.1111 2.4982 1.0269 1.09 -1.48 -0.78 0.3441
C -2.9480 0.0474 -1.0190 0.85 0.03 0.26 0.0268
N 1.1803 -1.7009 -0.5485 -2.12 -0.63 -0.80 -0.2295
```
Positions in Å, forces in eV/Å.

HOMO level   -12.23 eV
Spin multiplicity   1
Charge   +1
Relative energy (zero: lowest compared OMol25 entry of this formula, charge and spin)   611.5 kJ/mol
Lowest unoccupied orbital energy   -4.31 eV
F_max   2.70 eV/Å
Kohn-Sham gap   7.9 eV

=====

(4)
Density functional theory data (ωB97M-V/def2-TZVPD) for one molecule with the formula C3H9N5O.

```
18
Properties=species:S:1:pos:R:3:forces:R:3:mulliken_charge:R:1
N -2.6568 -0.1949 -0.2222 -0.59 1.61 0.24 -0.1796
C 1.6749 1.9844 -0.1349 0.08 0.60 0.08 -1.0107
H 2.7555 2.1684 -0.1504 -0.32 -0.06 0.31 0.3593
H -3.1489 1.7560 -0.0738 0.12 -0.21 0.00 0.2317
H -2.3771 1.1774 1.3101 -0.30 -0.16 -1.05 0.2310
H 1.2902 2.4533 -1.0507 -0.13 -0.41 0.03 0.2780
C 1.4464 0.5055 -0.0425 0.23 0.45 -0.07 0.6548
N -0.3986 -1.1130 -0.0364 -2.41 0.09 -0.24 -0.8391
H 1.1842 2.5226 0.7015 0.42 -0.29 -0.27 0.2232
H 1.1779 -1.7798 0.0526 0.81 0.66 0.09 0.5340
N 0.1058 0.1496 -0.0713 -0.27 1.47 -0.30 0.0829
H -2.1331 -2.1498 -0.1680 0.10 -0.20 0.07 0.3106
H -0.6107 0.8848 -0.2164 1.08 -0.36 0.20 0.4545
H -3.5950 -0.5251 -0.0330 0.23 -0.12 0.03 0.2601
N 2.4757 -0.2476 0.0815 -1.32 0.48 -0.23 -0.4266
C -1.6980 -1.1639 -0.1147 1.80 -1.24 0.22 -0.1487
O 2.1461 -1.5760 0.1549 0.38 -1.84 0.15 -0.4292
N -2.4191 1.1407 0.2686 0.10 -0.49 0.73 -0.5861
```
Positions in Å, forces in eV/Å.

HOMO level   -7.41 eV
Spin multiplicity   1
Charge   0
Structure (SMILES)   C/C(=N/O)N/N=C\NN
Relative energy (zero: lowest compared OMol25 entry of this formula, charge and spin)   343.2 kJ/mol
Lowest unoccupied orbital energy   0.27 eV
F_max   2.43 eV/Å
Kohn-Sham gap   7.7 eV